Entry 1:
{"formula": "C5H11O2", "method": "ωB97M-V/def2-TZVPD", "elements": ["C", "C", "H", "H", "H", "H", "H", "H", "C", "C", "C", "O", "O", "H", "H", "H", "H", "H"], "xyz": [[1.024731, -3.054931, 0.516705], [0.364889, -2.458302, 1.787599], [1.020728, -2.225265, -0.201899], [2.013391, -3.500006, 0.619459], [0.409603, -3.842449, 0.085936], [-0.634509, -2.887734, 1.920764], [0.319156, -1.382527, 1.743644], [0.932002, -2.660136, 2.686829], [-0.362817, 0.322093, -0.317226], [-1.904116, 0.354130, -0.102880], [0.228883, 1.754026, -0.715816], [1.012335, 2.229461, 0.125069], [-0.238105, 2.155347, -1.801906], [0.179663, -0.000499, 0.570530], [-0.226872, -0.377294, -1.158784], [-2.194928, 0.931855, 0.772138], [-2.164675, -0.718290, -0.129279], [-2.252677, 0.803590, -1.032596]], "atomic_forces_ev_per_a": [[-0.7, 0.7, -0.1], [0.3, -0.9, 0.0], [0.4, -0.5, -0.1], [0.1, 0.4, 0.3], [-0.2, -0.1, 0.0], [0.1, 0.3, 0.1], [-0.3, 0.2, -0.2], [0.2, -0.4, 0.3], [-0.1, 0.9, -0.1], [1.6, -0.6, -1.0], [-1.1, -1.9, 0.3], [0.2, 0.6, -0.3], [0.5, 0.8, 0.0], [-0.1, -0.1, -0.1], [0.3, 0.2, 0.3], [-0.2, -0.3, 0.0], [-0.7, 0.5, 0.6], [-0.5, 0.2, 0.2]], "molar_mass_g_mol": 103.141, "e_above_lowest_kj_mol": 61.1, "charge": -1, "orbital_gap_ha": 0.26881}


Entry 2:
{"formula": "C19H26BrN2O8", "method": "ωB97M-V/def2-TZVPD", "elements": ["C", "C", "C", "O", "C", "C", "C", "C", "C", "N", "O", "C", "C", "O", "O", "C", "C", "C", "C", "O", "N", "Br", "C", "O", "H", "H", "H", "H", "H", "H", "H", "H", "H", "H", "H", "H", "H", "H", "C", "C", "O", "H", "H", "H", "H", "H", "H", "C", "C", "O", "H", "H", "H", "H", "H", "H"], "xyz": [[1.944036, 2.134242, -1.171409], [2.177220, 0.618021, -1.639324], [0.800441, -0.058643, -2.020638], [0.343853, -1.059425, -1.093646], [-0.648546, -0.593720, -0.247438], [-0.531533, -0.610469, 1.234979], [0.770694, -1.171241, 1.893311], [1.470472, -0.092069, 2.850186], [3.030671, -0.182152, 2.791485], [3.825375, 0.045206, 1.583270], [3.626899, -0.476883, 3.804677], [-1.636407, -0.140311, 2.111464], [-1.544056, -0.195812, 3.690929], [-1.079823, -1.212316, 4.241705], [-2.006155, 0.830863, 4.317410], [-2.904428, 0.413520, 1.570775], [-3.025816, 0.433421, 0.122588], [-1.936104, -0.075659, -0.757799], [-2.427026, 0.087709, -2.226858], [-2.131102, -0.520995, -3.208476], [-3.427328, 1.177161, -2.084532], [-2.595091, 2.812375, -1.573600], [-4.176548, 0.892955, -0.831571], [-5.352024, 0.964687, -0.637046], [2.737584, 2.772487, -1.659769], [0.962260, 2.544001, -1.519767], [1.979661, 2.221160, -0.055492], [2.767652, 0.686202, -2.601238], [2.795848, 0.035987, -0.913226], [0.965006, -0.593764, -3.003090], [0.065489, 0.755315, -2.237988], [0.532499, -2.061209, 2.539463], [1.503100, -1.535503, 1.115236], [1.052871, 0.927039, 2.643190], [1.155113, -0.370186, 3.894238], [3.642216, 0.964415, 1.169084], [3.565711, -0.678802, 0.904894], [-3.724984, 0.796378, 2.212709], [-8.655075, 0.111090, -2.319072], [-8.078411, -1.097538, -3.029080], [-6.786473, -0.799197, -3.542859], [-8.721936, 0.960322, -3.002512], [-9.651519, -0.103818, -1.925191], [-8.008804, 0.416339, -1.492417], [-8.712774, -1.388707, -3.868044], [-7.998522, -1.949144, -2.344801], [-6.225801, -0.550522, -2.797044], [8.008382, -1.545418, 0.845343], [8.093699, -0.057337, 1.128535], [6.873525, 0.583771, 0.784610], [7.790417, -1.721704, -0.210340], [8.944983, -2.046994, 1.100580], [7.198061, -2.001577, 1.419787], [8.889859, 0.398788, 0.537336], [8.301843, 0.125427, 2.188209], [6.170843, 0.182234, 1.318273]], "atomic_forces_ev_per_a": [[0.7, -0.4, -0.2], [-0.6, 1.2, -0.7], [1.4, -0.3, -1.5], [-0.8, 1.3, 0.7], [-3.0, 1.0, 2.0], [-0.9, -0.1, -0.6], [0.1, 0.2, 0.0], [-0.3, -0.8, -0.1], [-0.3, 0.1, 1.4], [-0.5, -0.2, 0.0], [-0.3, 0.2, -0.9], [-0.6, 0.3, -1.6], [-0.8, 1.6, 2.0], [0.1, -0.1, -1.2], [0.7, -1.6, -2.1], [1.8, -1.0, -2.2], [1.6, -1.3, 0.6], [0.2, -0.3, 1.0], [1.4, 0.0, 3.3], [-0.5, 0.8, 0.1], [-1.8, 0.3, -1.5], [0.1, 0.0, -0.7], [2.3, -1.0, 1.9], [0.6, 0.2, -0.7], [-0.7, -0.5, 0.9], [0.7, -0.5, 0.3], [0.0, 0.1, -1.0], [-0.5, -0.2, 1.0], [-0.8, 0.4, -0.6], [-0.3, 0.4, 1.1], [0.4, -0.8, 0.5], [0.0, 1.0, -0.7], [-0.9, 0.5, 0.5], [0.7, -0.7, 0.0], [0.5, 0.5, -1.0], [-0.2, -0.5, 0.1], [0.1, 0.5, 0.1], [1.0, -0.4, -0.3], [-0.1, 0.1, 0.1], [0.3, 0.2, 0.3], [0.0, -0.1, -0.2], [0.0, -0.1, 0.0], [0.0, 0.0, 0.0], [-0.1, -0.1, 0.0], [0.2, 0.0, -0.1], [-0.2, 0.0, 0.0], [-0.1, 0.1, -0.1], [0.1, -0.1, 0.0], [-0.4, -0.1, 0.1], [0.1, 0.0, 0.0], [0.1, 0.1, 0.0], [0.0, 0.0, 0.0], [0.1, 0.0, 0.1], [-0.1, 0.1, 0.0], [0.2, -0.1, 0.0], [-0.2, 0.2, -0.1]], "molar_mass_g_mol": 490.327, "charge": -1, "orbital_gap_ha": 0.24032}


Entry 3:
{"formula": "C27H20CdINS3", "method": "ωB97M-V/def2-TZVPD", "elements": ["Cd", "C", "C", "S", "C", "C", "S", "H", "H", "H", "H", "H", "H", "S", "C", "C", "C", "C", "C", "C", "N", "C", "C", "C", "C", "C", "C", "C", "H", "H", "H", "H", "H", "H", "H", "H", "I", "C", "C", "C", "C", "C", "C", "C", "C", "C", "C", "H", "H", "H", "H", "H", "H"], "xyz": [[-0.304812, -0.088396, -0.071770], [-4.004250, -3.062313, -1.875604], [-2.979598, -1.942452, -2.059565], [-2.634735, -1.100906, -0.529242], [-2.459625, -1.656571, -3.272352], [-2.891937, -2.466994, -4.484448], [-1.280778, -0.401853, -3.621983], [-4.218376, -3.191400, -0.815233], [-3.644366, -4.023819, -2.259888], [-4.956201, -2.846638, -2.379176], [-3.675654, -3.201709, -4.282036], [-2.027288, -2.989549, -4.908472], [-3.250269, -1.785166, -5.261476], [2.396213, 2.296543, 3.869041], [3.617619, 2.515915, 2.664086], [4.866594, 3.127803, 2.765576], [5.667721, 3.163273, 1.639073], [5.234697, 2.596674, 0.432948], [3.995659, 1.989554, 0.332763], [3.179262, 1.952694, 1.461051], [1.918027, 1.374948, 1.510310], [1.384097, 1.455788, 2.665233], [0.061104, 0.890553, 3.052016], [-0.308008, 0.979074, 4.399194], [-1.510853, 0.457659, 4.835988], [-2.345909, -0.159380, 3.910005], [-1.967641, -0.248856, 2.578006], [-0.757254, 0.272321, 2.089793], [5.200875, 3.562306, 3.699841], [6.643621, 3.631415, 1.694019], [5.877765, 2.628540, -0.437875], [3.645133, 1.548849, -0.594486], [0.355620, 1.446599, 5.121554], [-1.789223, 0.526735, 5.881121], [-3.295781, -0.574903, 4.230224], [-2.632584, -0.742382, 1.878132], [1.551418, -2.640206, 0.257078], [2.889324, -1.658455, -1.025871], [4.085176, -2.298522, -1.190838], [5.054909, -1.768186, -2.073012], [4.776696, -0.631404, -2.766341], [3.535635, 0.040522, -2.610366], [3.278984, 1.208877, -3.365855], [2.091602, 1.864977, -3.215124], [1.138775, 1.403350, -2.285715], [1.310021, 0.270094, -1.516346], [2.538861, -0.442638, -1.699442], [4.285366, -3.218377, -0.658938], [6.004742, -2.276991, -2.195001], [5.500724, -0.215565, -3.460622], [4.030110, 1.551115, -4.070811], [1.877586, 2.744722, -3.813392], [0.213249, 1.961733, -2.205630]], "atomic_forces_ev_per_a": [[-0.5, -0.3, -0.4], [0.1, 0.1, 0.0], [0.0, -0.1, 0.1], [0.0, 0.0, -0.1], [0.1, 0.1, 0.0], [0.1, 0.1, 0.0], [-0.2, -0.2, 0.0], [0.0, 0.0, 0.0], [0.0, 0.0, 0.0], [0.0, 0.0, 0.0], [0.0, 0.0, 0.0], [0.0, 0.0, 0.0], [0.0, 0.0, 0.0], [0.0, 0.0, 0.1], [0.1, 0.1, 0.1], [-0.1, 0.0, 0.0], [0.0, 0.0, -0.1], [0.0, 0.0, 0.0], [0.1, 0.1, -0.1], [-0.3, -0.1, 0.0], [0.4, 0.0, -0.4], [-0.4, -0.2, 0.4], [0.2, 0.1, 0.0], [0.0, 0.0, 0.1], [0.0, 0.0, -0.1], [0.0, 0.0, 0.0], [0.0, 0.1, 0.0], [0.2, 0.1, 0.1], [0.0, 0.0, 0.0], [0.0, 0.0, 0.0], [0.0, 0.0, 0.0], [0.0, 0.1, 0.1], [0.0, 0.0, 0.0], [0.0, 0.0, 0.0], [0.0, 0.0, 0.0], [0.0, 0.0, 0.1], [-0.1, 0.0, 0.1], [0.0, 0.0, 0.0], [0.1, 0.1, -0.2], [0.0, -0.1, 0.1], [0.0, 0.0, 0.0], [0.0, 0.0, -0.1], [0.1, -0.1, 0.1], [-0.1, 0.0, 0.1], [0.1, 0.1, -0.1], [0.2, -0.1, 0.2], [0.0, 0.0, -0.1], [0.0, 0.0, 0.0], [0.0, 0.0, 0.0], [0.0, 0.0, 0.0], [0.0, 0.0, 0.0], [0.0, 0.0, 0.0], [0.0, 0.0, 0.0]], "molar_mass_g_mol": 693.981, "e_above_lowest_kj_mol": 43.9, "charge": -2, "orbital_gap_ha": 0.12948}


Entry 4:
{"formula": "C11H13N", "method": "ωB97M-V/def2-TZVPD", "elements": ["C", "C", "C", "C", "C", "C", "C", "C", "C", "C", "C", "N", "H", "H", "H", "H", "H", "H", "H", "H", "H", "H", "H", "H", "H"], "xyz": [[-3.593157, -0.358829, 0.160217], [-2.620741, -1.350068, 0.175624], [-3.161857, 0.946119, -0.078938], [-1.295979, -0.986283, 0.218182], [-1.821595, 1.257803, -0.017280], [-0.851665, 0.302091, 0.132498], [0.921682, 2.405773, -0.590867], [0.626037, 0.665646, 0.266858], [2.925103, 0.095442, -0.847641], [2.054217, -1.104645, 1.116051], [1.613708, -0.379973, -0.151902], [1.007737, 1.887690, 0.647806], [-4.667377, -0.710171, -0.013971], [-2.833591, -2.448351, 0.286236], [-3.924532, 1.773286, -0.236302], [-0.453787, -1.654894, 0.416218], [-1.611640, 2.312098, -0.312916], [0.698493, 1.842350, -1.503313], [3.450035, -0.767943, -0.940239], [3.413807, 0.844404, -0.314496], [2.526995, 0.539632, -1.722717], [1.305401, -1.574723, 1.694753], [2.528507, -0.425748, 1.723466], [2.688343, -2.004915, 0.833217], [1.075845, -1.105795, -0.940540]], "atomic_forces_ev_per_a": [[-1.3, -1.1, -1.9], [-0.1, -1.4, 1.0], [-1.8, 0.7, 0.6], [1.8, -1.1, 0.5], [-0.6, 2.6, -1.3], [1.1, 1.1, 0.8], [0.5, -0.8, 2.3], [-1.7, -0.9, -3.3], [-4.1, 1.1, 0.7], [0.0, -3.0, -2.0], [-0.2, -1.6, -1.0], [0.2, 2.4, -0.2], [1.5, 0.9, 0.7], [-0.1, 1.3, -0.2], [1.1, -1.2, 0.2], [-0.9, -0.7, -0.3], [0.3, -0.8, 0.7], [-0.3, -0.8, -0.2], [2.0, -2.2, -0.9], [1.0, 1.1, 1.1], [0.5, 0.2, -1.5], [-1.3, -0.2, 0.6], [1.5, 1.4, 1.5], [-0.2, 1.3, 0.3], [1.2, 1.4, 1.9]], "molar_mass_g_mol": 159.232, "e_above_lowest_kj_mol": 534.8, "orbital_gap_ha": [0.27860, 0.27875]}